No. 1
Below is a cluster of 2 separate species, C9H14OS in total, with properties calculated with ωB97M-V/def2-TZVPD.

Gap between HOMO and LUMO, eV: 9.29
LUMO, eV: 0.80
2S+1: 1
Total energy, eV: -22441.7511
HOMO level, Ha: -0.3124

Cartesian coordinates (Å):
C  2.37  0.93  -0.54
C  1.40  -0.20  -0.48
C  1.10  -0.91  0.69
C  0.84  -0.53  -1.71
C  0.16  -1.98  0.62
C  -0.28  -1.34  -1.76
C  -0.56  -2.00  -0.56
O  -1.55  -2.98  -0.74
H  1.94  1.92  -0.29
H  2.95  0.97  -1.47
H  1.68  -0.60  1.54
H  1.05  0.00  -2.63
H  0.05  -2.72  1.38
H  -1.02  -1.50  -2.53
H  -1.73  -3.35  0.13
H  3.16  0.85  0.22
C  -1.71  1.07  0.83
C  -0.68  2.00  0.24
S  -2.47  1.19  2.45
H  -2.63  0.96  0.23
H  -1.32  0.05  0.79
H  0.17  2.12  0.89
H  -1.45  1.26  3.35
H  -1.05  3.06  0.13
H  -0.40  1.73  -0.77

natural (NBO) atomic charge list, values in e, 8 entries:
1. C -0.634
2. C -0.068
3. C -0.177
4. C -0.173
5. C -0.305
6. C -0.257
7. C 0.288
8. O -0.685

No. 2
Below is a cluster of 2 separate species, C9H14 in total, with properties calculated with ωB97M-V/def2-TZVPD.

Gap between HOMO and LUMO, eV: 9.99
LUMO, eV: 0.99
2S+1: 1
Total energy, eV: -9559.8624
HOMO level, Ha: -0.3308

Cartesian coordinates (Å):
C  4.05  0.88  1.48
C  3.53  0.54  0.06
H  5.08  1.23  1.41
H  3.41  1.61  1.97
H  4.04  -0.02  2.10
H  3.50  -0.54  -0.10
H  4.07  1.08  -0.71
H  2.48  0.81  -0.02
C  -1.34  -1.37  1.84
C  -1.31  0.58  -1.97
C  -1.99  -0.61  -1.82
C  -0.74  1.20  -0.86
C  -2.09  -1.18  -0.56
C  -0.75  0.58  0.38
C  -1.41  -0.65  0.52
H  -1.24  1.09  -2.93
H  -2.46  -1.09  -2.67
H  -0.23  2.14  -1.05
H  -2.72  -2.06  -0.44
H  -0.24  0.99  1.23
H  -1.52  -2.44  1.73
H  -2.16  -1.02  2.47
H  -0.44  -1.19  2.42

natural (NBO) atomic charge list, values in e, 8 entries:
1. C -0.611
2. C -0.615
3. H 0.204
4. H 0.202
5. H 0.202
6. H 0.207
7. H 0.205
8. H 0.205

No. 3
Below is a structure of composition C20H33BrCoN2O5SSb2, with properties calculated with ωB97M-V/def2-TZVPD.

Gap between HOMO and LUMO (alpha / beta), eV: 7.06 / 7.22
LUMO (alpha / beta), eV: -0.03 / 0.14
2S+1: 2
Total energy, eV: -166065.6790
<S²>: 0.94
HOMO level (alpha / beta), Ha: -0.2604 / -0.2601

Cartesian coordinates (Å):
Co  -1.42  2.05  0.55
C  2.89  -0.56  1.78
Sb  1.10  -1.68  1.37
C  0.73  -2.12  3.44
C  2.22  -3.53  1.08
C  3.20  -3.50  -0.06
C  4.56  -3.35  0.24
C  5.53  -3.39  -0.74
C  5.16  -3.58  -2.07
C  3.82  -3.71  -2.38
C  2.82  -3.66  -1.40
C  1.39  -3.77  -1.84
Sb  0.49  -1.87  -2.42
C  -0.98  -2.84  -3.66
C  1.84  -1.55  -4.07
H  3.44  -1.05  2.58
H  2.64  0.46  2.07
H  3.50  -0.52  0.88
H  1.57  -2.67  3.87
H  -0.18  -2.70  3.56
H  0.62  -1.17  3.97
H  1.47  -4.31  0.97
H  2.75  -3.68  2.02
H  4.85  -3.23  1.27
H  6.58  -3.29  -0.47
H  5.91  -3.63  -2.85
H  3.52  -3.86  -3.41
H  0.75  -4.20  -1.06
H  1.31  -4.38  -2.74
H  -0.49  -3.57  -4.32
H  -1.49  -2.10  -4.27
H  -1.72  -3.35  -3.05
H  1.91  -2.44  -4.69
H  2.83  -1.29  -3.69
H  1.47  -0.72  -4.67
O  -4.88  4.90  -3.50
C  -4.02  4.44  -2.58
C  -4.26  4.52  -1.21
C  -3.32  3.99  -0.35
N  -2.19  3.40  -0.77
C  -1.96  3.37  -2.08
Br  -0.35  2.61  -2.66
C  -2.84  3.87  -3.02
H  -5.66  5.28  -3.08
H  -5.16  4.98  -0.81
H  -3.45  4.03  0.72
H  -2.61  3.83  -4.08
C  -2.65  1.81  4.43
S  -1.62  3.05  3.68
C  -2.30  4.48  4.50
O  -2.18  3.18  2.27
H  -2.56  1.87  5.52
H  -2.28  0.85  4.09
H  -3.68  1.97  4.10
H  -2.23  4.35  5.58
H  -3.33  4.61  4.18
H  -1.70  5.34  4.20
C  -2.53  0.63  -0.09
H  -2.71  0.72  -1.17
H  -3.47  0.69  0.47
H  -1.99  -0.29  0.13
O  0.49  1.31  0.20
N  0.32  1.62  1.44
O  0.91  2.57  1.93
O  -0.39  0.81  2.16

natural (NBO) atomic charge list, values in e, 8 entries:
1. Co 1.060
2. C -1.000
3. Sb 1.063
4. C -1.009
5. C -0.779
6. C -0.028
7. C -0.204
8. C -0.221

Calculated values (kcal per mole) of energy above the lowest of the compared OMol25 structures with the same formula, charge and spin for the records, taken in order: 20.7 7.4 49.6.